ORCA calculation (ωB97M-V with the def2-TZVPD basis set) on 2 unconnected molecules or ions with the total composition C4H12N2O2 at a distorted geometry.

Summary:
energy relative to the best compared isomer or geometry (same formula, charge and spin)	366.2	kJ/mol
Kohn-Sham gap (alpha / beta)	10.49 / 5.39	eV
spin multiplicity	2
total charge	+1
highest occupied orbital energy (alpha / beta)	-14.38 / -14.31	eV

Last column: Löwdin charge in e.
Atoms and positions in Å:
C -1.3752 -0.3019 -0.0507  -0.24
N -0.5466 0.7725 0.3580  -0.06
C -0.2036 0.5471 1.7915  0.00
C 0.2734 1.5991 -0.4933  -0.11
C 1.7969 1.8475 -0.1773  -0.15
N 2.5299 0.5662 -0.2630  0.14
O -1.6643 -1.2206 0.6936  0.10
H -2.0349 0.1445 -1.0213  0.22
H -1.2081 0.3945 2.3295  0.14
H 0.3035 1.4049 2.1158  0.07
H 0.4304 -0.4067 2.0606  0.16
H 0.0385 1.2367 -1.4573  0.12
H -0.1248 2.6200 -0.5195  0.17
H 2.1234 2.5364 -0.9576  0.13
H 2.0334 2.5969 0.6893  0.17
H 2.4001 -0.1399 0.4322  0.09
H 2.4194 0.0527 -1.0897  0.08
H -0.9619 -3.0217 -0.6835  -0.03
H -0.7911 -2.6245 -2.1370  0.01
O -1.0183 -3.3189 -1.5495  0.00

Forces on atoms 1 to 6 (eV/Å):
C -3.493 1.163 -1.630
N 2.348 -1.464 2.567
C -1.302 -1.309 0.366
C -1.606 0.093 1.133
C 1.175 -0.264 0.691
N -0.615 2.187 1.237

ORCA calculation (ωB97M-V with the def2-TZVPD basis set) on 2 unconnected molecules or ions with the total composition C4H12N2O2S at a distorted geometry.

Summary:
energy relative to the best compared isomer or geometry (same formula, charge and spin)	391.7	kJ/mol
Kohn-Sham gap	8.14	eV
highest occupied orbital energy	-7.54	eV

Last column: Löwdin charge in e.
Atoms and positions in Å:
C -0.7812 1.9431 1.2284  -0.05
C 1.5939 1.9861 -0.7058  0.02
C -1.0261 -1.6718 0.9920  -0.11
C -0.2351 0.8385 0.3661  -0.41
N 1.3972 -2.1017 -1.1124  -0.02
N 0.7456 1.0516 -0.5137  -0.07
O -2.7105 0.2176 0.2726  -0.29
O -1.2705 -0.6464 -1.5061  -0.33
S -1.4674 -0.2386 -0.1488  0.60
H -0.7282 1.7703 2.2692  0.07
H -0.2375 2.8441 0.9214  0.08
H -1.7858 2.0137 1.0324  0.03
H 1.5615 2.8568 -0.1403  0.05
H 0.6482 -2.8469 -1.2914  0.05
H 2.3473 1.8054 -1.4742  0.08
H -1.7986 -2.3185 1.2095  0.02
H -0.1659 -2.3094 0.6261  0.05
H -0.6781 -1.0729 1.7915  0.03
H 1.5997 -1.7479 -2.0860  0.05
H 2.1121 -2.6102 -0.5760  0.03
H 0.8794 0.2371 -1.1546  0.13

Forces on atoms 1 to 6 (eV/Å):
C 2.669 0.097 -1.019
C 1.533 -0.014 -1.269
C 1.980 0.882 -2.314
C -1.149 0.923 0.165
N -1.719 -1.266 -1.235
N -0.415 -2.376 -0.964

ORCA calculation (ωB97M-V with the def2-TZVPD basis set) on 2 unconnected molecules or ions with the total composition C4H12N2O3 at a distorted geometry.

Summary:
SMILES	NC(=O)NCCCO.O
energy relative to the best compared isomer or geometry (same formula, charge and spin)	159.5	kJ/mol
Kohn-Sham gap	10.49	eV
highest occupied orbital energy	-10.09	eV

Last column: Löwdin charge in e.
Atoms and positions in Å:
N -0.6236 -0.5190 1.9064  0.09
C -1.6092 -0.9164 0.8712  -0.60
O -2.4416 -1.7681 1.0415  0.07
N -1.2613 -0.3740 -0.3340  0.06
C -0.8012 1.0544 -0.4526  -0.16
C 0.6590 1.3842 -0.0733  -0.20
C 1.7726 0.9915 -0.9659  -0.26
O 1.6028 1.2363 -2.3866  -0.08
H -0.5229 -1.1927 2.6833  0.10
H -1.1458 0.2158 2.4297  0.10
H -1.8020 -0.6539 -1.1519  0.14
H -1.4573 1.6653 0.1991  0.12
H -0.9832 1.3447 -1.4970  0.11
H 0.7706 1.0813 0.9724  0.09
H 0.6594 2.5243 0.0395  0.14
H 2.0515 -0.0553 -0.7546  0.12
H 2.6908 1.6014 -0.9733  0.13
H 0.7941 0.8392 -2.7146  0.06
O 0.8278 -3.0312 0.1264  -0.06
H 0.9516 -2.5134 0.9383  0.02
H -0.1321 -2.9142 0.0957  0.01

Forces on atoms 1 to 6 (eV/Å):
N -1.589 0.894 1.025
C 1.810 -0.861 0.365
O -0.262 -0.157 -0.104
N 0.038 1.241 -0.683
C 0.159 -0.456 0.184
C -1.284 2.780 1.213